Record 1
59
Properties=species:S:1:pos:R:3:lowdin_charge:R:1 method="wB97M-V/def2-TZVPD" homo_energy_ev="-12.832 / -12.832" s_squared=0.7544 charge=+1 energy_ha=-1395.9577 multiplicity=2 relative_energy_kj_mol=0.0
C -1.226 -1.508 3.961 -0.097
O -0.080 -2.370 3.898 -0.070
C -1.816 -0.911 2.545 -0.294
C -3.370 -0.870 2.534 0.018
N -1.322 -1.498 1.342 0.324
H -0.942 -0.631 4.513 0.127
H -2.001 -2.094 4.469 0.131
H 0.763 -1.894 4.001 0.118
H -1.425 0.116 2.584 0.154
H -3.669 -1.515 1.711 0.086
H -3.828 -1.347 3.425 0.109
H -3.781 0.135 2.520 0.099
H -1.860 -1.304 0.491 0.166
H -1.065 -2.498 1.390 0.134
H 1.384 1.208 -4.382 -0.001
H 0.118 2.187 -4.482 0.022
O 0.529 1.357 -4.815 -0.079
H 3.328 0.736 -4.102 0.073
H 3.010 0.150 -2.763 0.005
O 2.797 0.931 -3.308 -0.064
H 0.962 1.642 3.334 0.013
H 1.227 3.169 3.305 0.070
O 0.584 2.509 3.619 -0.076
H -0.087 3.584 -2.316 0.064
H -1.203 3.415 -3.280 0.025
O -0.238 3.410 -3.262 -0.057
H -2.892 2.882 -0.393 0.050
H -3.784 3.337 -1.478 0.064
O -3.433 2.514 -1.110 -0.057
H -2.095 1.047 -3.006 0.029
H -3.099 2.219 -2.953 0.002
O -2.403 1.828 -3.479 -0.059
H 2.042 -0.352 2.348 0.023
H 0.552 -0.133 1.923 0.027
O 1.283 0.293 2.372 -0.066
H 0.048 -1.672 -2.940 0.041
H 0.594 -3.163 -3.349 0.086
O 0.588 -2.467 -2.689 -0.075
H 3.426 -0.861 1.004 0.063
H 2.722 -1.987 1.841 0.012
O 3.313 -1.209 1.898 -0.035
H 0.635 -3.091 2.599 0.028
H 0.851 -3.340 1.086 0.013
O 1.342 -3.054 1.893 -0.081
H 2.005 2.912 0.240 0.047
H 1.426 1.792 1.284 -0.006
O 1.862 2.646 1.151 -0.053
H -0.417 -4.592 -0.870 0.069
H 0.133 -3.160 -1.123 0.020
O -0.039 -3.833 -0.418 -0.069
H -0.508 2.988 2.572 -0.028
H -1.783 3.904 2.799 0.030
O -1.408 3.248 2.199 -0.123
H 3.376 -2.145 -1.683 0.068
H 1.886 -1.506 -1.864 0.014
O 2.839 -1.352 -1.734 -0.055
H -0.567 0.073 -4.413 0.030
H -1.268 -1.111 -4.879 0.078
O -0.944 -0.775 -4.029 -0.089



Record 2
10
Properties=species:S:1:pos:R:3:lowdin_charge:R:1 method="wB97M-V/def2-TZVPD" homo_energy_ev="-6.200 / -10.798" s_squared=2.0075 charge=0 energy_ha=-488.5919 multiplicity=3 relative_energy_kj_mol=117.0
O -1.470 1.116 -1.292 0.072
O 2.241 -0.672 -1.140 -0.109
C 1.482 -0.416 -0.184 -0.346
O 0.289 -1.009 -0.234 0.014
C -0.569 -0.177 0.539 -0.177
H -1.013 -0.778 1.345 0.132
C -1.650 0.514 -0.247 -0.232
H -0.238 0.841 0.980 0.170
H -2.673 0.239 0.095 0.131
Ag 3.601 0.342 0.138 0.346



Record 3
10
Properties=species:S:1:pos:R:3:lowdin_charge:R:1 method="wB97M-V/def2-TZVPD" homo_energy_ev="-25.908 / -25.270" s_squared=0.9467 charge=+3 energy_ha=-582.5882 multiplicity=2 relative_energy_kj_mol=632.0
C -0.003 -0.431 0.184 -0.034
C 0.933 -1.309 0.704 0.523
O -1.245 -0.499 0.515 0.260
H 1.972 -1.232 0.386 0.174
H 0.632 -2.052 1.445 0.181
H -1.616 0.400 0.637 0.057
O -0.631 1.492 -1.217 0.113
C 0.400 0.828 -0.956 -0.347
O 1.534 0.886 -1.326 0.395
Al -1.976 1.917 -0.373 1.679



Record 4
9
Properties=species:S:1:pos:R:3:lowdin_charge:R:1 method="wB97M-V/def2-TZVPD" homo_energy_ev="-19.803 / -21.657" s_squared=2.0109 charge=+2 energy_ha=-401.2040 multiplicity=3 relative_energy_kj_mol=260.0
C 1.546 -1.260 -1.834 0.342
C 0.899 -1.164 -0.673 0.182
H 1.550 -0.428 -2.542 0.159
H 0.975 -1.945 0.090 0.171
H 2.199 -2.115 -2.024 0.170
O 0.733 0.276 0.101 0.065
C -0.123 0.540 1.015 -0.378
O -0.867 1.512 1.020 0.164
Au -1.759 -0.291 0.170 1.126



Record 5
7
Properties=species:S:1:pos:R:3:lowdin_charge:R:1 method="wB97M-V/def2-TZVPD" homo_energy_ev="-8.613 / -8.613" charge=0 energy_ha=-2689.9356 relative_energy_kj_mol=299.4
C 0.811 0.180 0.351 -0.320
C 0.761 -0.550 -0.728 0.115
C -0.677 0.209 0.676 -0.568
Br -1.770 1.386 -0.313 0.608
H 1.706 0.656 0.946 0.131
H 0.297 -1.125 -1.423 0.030
H -1.128 -0.755 0.490 0.004



Record 6
7
Properties=species:S:1:pos:R:3:lowdin_charge:R:1 method="wB97M-V/def2-TZVPD" homo_energy_ev="-7.528 / -9.010" s_squared=2.0304 charge=0 energy_ha=-2689.8662 multiplicity=3 relative_energy_kj_mol=0.0
C -0.025 -0.040 0.085 -0.017
C 1.262 -0.705 0.102 -0.689
C -1.598 0.587 0.005 0.057
Br 2.965 0.126 0.054 0.592
H 1.374 -1.757 -0.144 0.010
H -2.169 0.580 0.856 -0.023
H -1.809 1.208 -0.957 0.070



Record 7
10
Properties=species:S:1:pos:R:3:lowdin_charge:R:1 method="wB97M-V/def2-TZVPD" homo_energy_ev=-4.691 charge=-1 energy_ha=-5414.6422 relative_energy_kj_mol=135.6
C -0.970 0.128 -1.245 -0.892
C 0.608 -0.863 1.009 -0.074
C 0.142 0.603 -0.151 -1.117
O -1.717 -0.702 -0.760 -0.051
O -0.875 0.651 -2.345 -0.086
Br -0.497 1.911 1.088 0.574
Br 1.625 1.476 -1.028 0.564
H 1.333 -0.289 1.472 -0.028
H -0.387 -1.137 1.546 0.068
H 0.738 -1.778 0.413 0.042



Record 8
11
Properties=species:S:1:pos:R:3:lowdin_charge:R:1 method="wB97M-V/def2-TZVPD" homo_energy_ev=-4.581 charge=-1 energy_ha=-5489.8966 relative_energy_kj_mol=199.4 smiles=[O-][C@@]1(Br)O[C@]1(O)CBr
O -2.372 1.840 -0.053 -0.055
C -1.630 0.934 -0.387 -0.827
Br -2.832 -0.996 -0.364 0.205
O -0.774 0.995 -1.509 0.024
C -0.175 0.594 -0.275 -0.610
O 0.535 1.655 0.237 0.016
C 0.462 -0.780 -0.108 -0.577
Br 2.287 -0.758 -0.675 0.628
H 0.151 2.491 0.003 0.096
H 0.475 -1.197 0.870 0.038
H -0.269 -1.590 -0.581 0.061



Record 9
15
Properties=species:S:1:pos:R:3:lowdin_charge:R:1 method="wB97M-V/def2-TZVPD" homo_energy_ev=-10.330 charge=0 energy_ha=-23282.1656 relative_energy_kj_mol=99.8
C -1.160 4.688 3.488 -1.493
Br -1.065 6.078 2.154 0.533
Br -2.820 3.611 3.197 0.503
Br -1.114 5.665 5.272 0.480
H -0.324 4.010 3.314 -0.023
C 0.142 0.706 -2.792 -1.498
Br 0.537 1.694 -1.076 0.468
Br 1.744 -0.318 -3.321 0.539
Br -0.753 1.948 -4.060 0.530
H -0.658 0.035 -2.478 -0.040
C 1.114 -5.488 -0.848 -1.515
Br 2.256 -7.068 -0.724 0.514
Br 1.410 -4.355 0.796 0.504
Br -0.695 -6.199 -1.131 0.525
H 1.385 -5.008 -1.789 -0.027



Record 10
15
Properties=species:S:1:pos:R:3:lowdin_charge:R:1 method="wB97M-V/def2-TZVPD" homo_energy_ev=-10.027 charge=0 energy_ha=-23282.1827 relative_energy_kj_mol=54.9
C -2.451 -0.214 -0.259 -1.722
Br -3.311 -1.580 -1.287 0.582
Br -3.035 0.045 1.568 0.559
Br -2.390 1.419 -1.182 0.576
H -1.395 -0.549 -0.234 -0.145
C 1.034 2.407 1.085 -1.686
Br 1.025 0.634 1.560 0.664
Br -0.646 3.278 1.453 0.556
Br 1.554 2.718 -0.745 0.551
H 1.864 3.043 1.501 -0.006
C 1.635 -2.271 -0.604 -1.660
Br 2.914 -3.405 -1.376 0.648
Br 0.120 -3.095 0.193 0.608
Br 0.850 -0.842 -1.743 0.519
H 2.232 -1.588 0.070 -0.043



Record 11
9
Properties=species:S:1:pos:R:3:lowdin_charge:R:1 method="wB97M-V/def2-TZVPD" homo_energy_ev=-10.168 charge=0 energy_ha=-3610.4080 relative_energy_kj_mol=167.9 smiles="ClC1(Br)C=C1.Cl"
Cl -2.641 0.514 -1.567 0.540
C -1.265 0.198 -0.466 -1.204
Br -1.884 0.127 1.422 0.571
C -0.057 0.915 -0.840 -0.081
C -0.026 -0.418 -1.030 -0.024
H 0.315 1.851 -1.041 0.086
H 0.579 -1.093 -1.642 0.112
Cl 2.840 -0.503 2.533 0.234
H 2.139 -1.591 2.631 -0.235



Record 12
9
Properties=species:S:1:pos:R:3:lowdin_charge:R:1 method="wB97M-V/def2-TZVPD" homo_energy_ev="-8.057 / -8.057" charge=0 energy_ha=-3447.7677 relative_energy_kj_mol=526.5
C 1.037 1.083 0.065 -0.576
C 3.378 0.190 0.751 -1.186
C -0.172 1.047 0.832 -0.248
Cl 0.970 2.179 -1.239 0.627
Br 4.399 1.684 0.424 0.478
I 4.107 -1.424 -0.403 0.585
H -0.927 0.437 0.268 0.103
H -0.729 2.049 1.031 0.107
H -0.017 0.468 1.840 0.110



Record 13
9
Properties=species:S:1:pos:R:3:lowdin_charge:R:1 method="wB97M-V/def2-TZVPD" homo_energy_ev="-9.468 / -9.727" charge=0 energy_ha=-2889.6315 relative_energy_kj_mol=528.1
C -1.011 1.330 -1.084 -0.008
C -0.731 0.028 -1.034 -0.178
C -2.832 -1.467 1.390 -0.396
F 0.146 -0.611 -1.723 0.076
F -1.628 -1.006 0.884 -0.184
Br -3.781 0.215 1.970 0.548
H -0.473 2.020 -1.750 0.065
H -1.742 1.595 -0.294 0.036
H -3.207 -2.088 0.600 0.041



Record 14
8
Properties=species:S:1:pos:R:3:lowdin_charge:R:1 method="wB97M-V/def2-TZVPD" homo_energy_ev="-8.134 / -8.134" charge=0 energy_ha=-2765.1969 relative_energy_kj_mol=356.0 smiles="CC1=C(Br)O1"
C 1.212 0.182 -0.022 -0.016
C -0.309 -0.019 0.125 -0.413
C -1.534 -0.040 -0.373 -0.616
Br -3.195 0.569 -0.022 0.776
O -0.848 -1.138 0.613 -0.059
H 1.567 1.285 -0.197 0.109
H 1.478 -0.456 -0.986 0.127
H 1.629 -0.384 0.861 0.092



Record 15
8
Properties=species:S:1:pos:R:3:lowdin_charge:R:1 method="wB97M-V/def2-TZVPD" homo_energy_ev=-8.861 charge=0 energy_ha=-2765.2624 relative_energy_kj_mol=184.0 smiles="C=C=C=O.Br"
C 0.679 0.792 -0.077 0.024
C 1.032 -0.486 0.042 -0.094
C 1.548 -1.615 -0.182 -0.236
O 2.154 -2.597 -0.430 0.132
H 1.564 1.543 -0.133 0.100
H -0.340 1.088 -0.394 0.003
Br -3.175 0.495 -0.100 0.336
H -3.462 0.780 1.274 -0.265



Record 16
8
Properties=species:S:1:pos:R:3:lowdin_charge:R:1 method="wB97M-V/def2-TZVPD" homo_energy_ev=-9.646 charge=0 energy_ha=-2765.2259 relative_energy_kj_mol=279.8
C 0.570 -0.076 0.133 -0.889
C 1.325 -1.397 0.356 0.034
C -0.967 0.252 -0.073 -0.043
O 1.119 -0.961 -0.853 -0.066
Br 1.832 1.209 0.783 0.737
H -1.220 -0.482 -0.808 0.064
H -1.164 1.264 -0.445 0.074
H -1.495 0.191 0.906 0.090



Record 17
9
Properties=species:S:1:pos:R:3:lowdin_charge:R:1 method="wB97M-V/def2-TZVPD" homo_energy_ev=-10.142 charge=0 energy_ha=-2840.4476 relative_energy_kj_mol=361.5
C -3.585 0.470 -0.577 -0.699
C 1.439 -0.405 -0.336 -0.244
C 0.299 -1.015 -1.042 0.076
O -3.600 0.105 -1.693 -0.009
O 0.166 -0.526 0.153 -0.080
Br -3.070 -0.830 0.745 0.660
H -3.933 1.417 -0.059 0.091
H 2.295 -0.947 0.198 0.120
H 1.767 0.613 -0.531 0.086



Record 18
8
Properties=species:S:1:pos:R:3:lowdin_charge:R:1 method="wB97M-V/def2-TZVPD" homo_energy_ev="-8.906 / -8.905" charge=0 energy_ha=-3088.1038 relative_energy_kj_mol=380.9
C -0.426 0.558 -0.069 -0.216
C -1.483 -0.139 0.340 0.019
C -0.185 -0.817 -0.294 -0.172
S 1.452 2.251 -0.329 0.039
Br 3.000 0.926 0.231 0.118
H -2.314 -0.195 1.025 0.085
H 0.383 -1.341 0.362 0.040
H -0.428 -1.243 -1.265 0.087



Record 19
10
Properties=species:S:1:pos:R:3:lowdin_charge:R:1 method="wB97M-V/def2-TZVPD" homo_energy_ev=-16.323 charge=+2 energy_ha=-951.1481
O -0.662 0.363 1.057 -0.212
C 0.221 0.523 0.196 -0.537
C -0.006 1.464 -0.938 -0.090
H 0.931 2.018 -1.107 0.093
H -0.148 0.873 -1.858 0.101
H -0.872 2.121 -0.767 0.090
O 0.789 -3.177 0.587 -0.118
C 0.210 -4.147 0.686 0.178
Ca 1.763 -1.123 0.424 1.622
Li -2.228 1.086 1.720 0.873



Record 20
10
Properties=species:S:1:pos:R:3:lowdin_charge:R:1 method="wB97M-V/def2-TZVPD" homo_energy_ev=-7.849 charge=0 energy_ha=-1166.3537 relative_energy_kj_mol=347.3
C 1.544 0.326 -0.418 -0.076
C -0.691 0.849 -0.040 -0.384
C -1.402 -0.353 0.438 -1.107
N 1.871 -0.742 0.099 0.018
O -0.900 1.961 -0.358 0.089
Cl -2.978 0.053 0.986 0.660
Cl -1.533 -1.347 -1.041 0.611
H 1.889 1.166 -0.914 0.037
H -0.708 -0.827 1.078 0.050
H 2.907 -1.085 0.170 0.101